1.
Here is a cluster of 13 separate species, C27H85N19O13 in total from the Open Molecules 2025 dataset. Energies are from the ωB97M-V functional and the def2-TZVPD basis.

Results
energy	-84303.0419	eV
E_LUMO	0.060	eV
HOMO-LUMO gap	8.79	eV
HOMO	-8.730	eV

Element x y z (Å)
C  3.159  2.792  5.134
O  2.677  3.118  4.025
N  2.851  3.217  6.324
N  4.277  2.082  5.390
H  3.054  2.649  7.134
H  2.304  4.062  6.411
H  4.625  1.893  6.320
H  4.638  1.745  4.510
C  4.453  -3.114  -2.195
O  4.495  -1.910  -2.418
N  3.476  -3.977  -2.508
N  5.425  -3.747  -1.663
H  3.544  -4.939  -2.208
H  2.679  -3.405  -2.748
H  6.337  -3.326  -1.559
H  5.341  -4.738  -1.489
C  -1.669  -6.360  0.138
O  -1.981  -7.533  0.024
N  -2.477  -5.501  0.650
N  -0.513  -5.838  0.080
H  -2.282  -4.511  0.617
H  -3.413  -5.864  0.758
H  -0.554  -4.833  0.176
H  0.344  -6.317  -0.155
C  0.987  -2.007  -6.183
O  0.341  -2.183  -5.180
N  2.140  -2.495  -6.531
N  0.590  -1.479  -7.233
H  2.568  -2.993  -5.763
H  2.545  -2.323  -7.440
H  -0.316  -1.045  -7.333
H  1.193  -1.415  -8.041
C  6.908  2.072  -0.105
O  6.123  2.050  0.821
N  7.879  2.941  -0.175
N  7.003  1.324  -1.105
H  8.405  2.854  -1.033
H  8.062  3.697  0.469
H  7.928  1.336  -1.510
H  6.319  0.645  -1.409
C  -2.905  0.337  7.684
O  -3.509  1.196  8.290
N  -1.940  0.701  6.915
N  -3.112  -0.959  7.789
H  -1.902  1.669  6.632
H  -1.426  -0.008  6.410
H  -3.928  -1.478  8.081
H  -2.372  -1.496  7.360
C  0.308  -0.594  0.001
O  -0.347  -1.581  0.267
N  0.829  0.155  0.903
N  0.529  -0.102  -1.148
H  1.603  0.739  0.619
H  0.533  -0.032  1.850
H  0.261  -0.636  -1.962
H  1.008  0.774  -1.302
C  -4.150  0.062  -5.065
C  -4.657  1.315  -5.774
C  -5.801  0.924  -6.696
O  -5.279  0.207  -7.792
C  -6.146  -0.181  -8.868
N  -5.142  2.467  -4.949
H  -4.733  -0.361  -4.247
H  -3.157  0.391  -4.759
H  -4.094  -0.743  -5.797
H  -3.833  1.784  -6.312
H  -6.230  1.858  -7.060
H  -6.625  0.348  -6.273
H  -6.600  0.726  -9.268
H  -6.928  -0.882  -8.576
H  -5.514  -0.643  -9.627
H  -4.593  2.696  -4.132
H  -5.139  3.359  -5.422
C  -6.057  -2.131  2.473
C  -5.895  -0.908  3.397
C  -6.345  0.466  2.837
O  -5.802  0.619  1.563
C  -4.410  0.949  1.578
N  -6.632  -1.262  4.622
H  -5.344  -2.098  1.650
H  -7.027  -2.280  1.998
H  -5.907  -3.103  2.943
H  -4.824  -0.818  3.583
H  -6.028  1.323  3.433
H  -7.431  0.556  2.810
H  -3.807  0.090  1.873
H  -4.232  1.739  2.307
H  -4.047  1.284  0.606
H  -7.623  -1.213  4.431
H  -6.421  -0.561  5.318
C  3.879  5.003  -3.487
C  2.941  3.784  -3.608
C  3.450  2.692  -4.628
O  3.303  3.141  -6.032
C  3.795  2.235  -7.072
N  2.812  3.280  -2.286
H  3.904  5.597  -4.401
H  4.879  4.606  -3.312
H  3.616  5.614  -2.624
H  1.892  3.957  -3.849
H  2.834  1.810  -4.452
H  4.531  2.602  -4.521
H  4.875  2.166  -6.938
H  3.475  2.648  -8.028
H  3.278  1.282  -6.964
H  3.729  3.333  -1.868
H  2.237  3.906  -1.741
C  2.301  -6.283  6.175
C  3.356  -6.465  5.107
C  3.095  -5.670  3.814
O  3.107  -4.232  4.159
C  3.639  -3.386  3.152
N  4.700  -6.281  5.688
H  1.416  -6.825  5.839
H  2.174  -5.230  6.426
H  2.446  -6.825  7.110
H  3.375  -7.531  4.879
H  2.169  -5.949  3.312
H  3.829  -5.892  3.040
H  3.226  -3.724  2.202
H  4.710  -3.570  3.059
H  3.370  -2.341  3.304
H  4.901  -6.925  6.441
H  4.883  -5.377  6.099
C  -1.834  5.222  -1.442
C  -2.450  5.535  -0.078
C  -1.487  5.274  1.072
O  -2.106  5.440  2.338
C  -1.327  5.123  3.483
N  -3.016  6.913  -0.041
H  -0.912  5.771  -1.632
H  -2.514  5.388  -2.278
H  -1.713  4.153  -1.618
H  -3.287  4.847  0.040
H  -0.625  5.939  1.130
H  -1.058  4.279  0.949
H  -1.173  4.052  3.609
H  -1.840  5.338  4.420
H  -0.377  5.654  3.418
H  -3.671  6.935  -0.810
H  -3.595  6.804  0.779
O  -0.092  -2.682  4.843
H  0.685  -2.947  4.350
H  -0.381  -3.481  5.283



2.
Here is a cluster of 28 separate species, C28H112N56O28 in total from the Open Molecules 2025 dataset. Energies are from the ωB97M-V functional and the def2-TZVPD basis.

Results
energy	-171645.2554	eV
E_LUMO	-0.330	eV
HOMO-LUMO gap	8.19	eV
HOMO	-8.517	eV

Element x y z (Å)
C  -4.320  -3.524  -5.407
O  -4.252  -4.138  -6.425
N  -5.383  -3.507  -4.660
N  -3.334  -2.679  -4.955
H  -6.208  -3.978  -5.001
H  -5.409  -2.897  -3.855
H  -2.706  -2.376  -5.686
H  -3.521  -2.152  -4.114
C  -2.519  1.341  -6.608
O  -3.099  1.710  -7.604
N  -1.638  0.376  -6.505
N  -2.766  1.860  -5.467
H  -1.224  0.152  -5.611
H  -1.515  -0.165  -7.349
H  -2.403  1.513  -4.591
H  -3.297  2.715  -5.385
C  0.114  0.206  0.188
O  0.169  1.185  -0.499
N  -0.925  -0.443  0.330
N  1.036  -0.271  0.842
H  -1.787  -0.094  -0.064
H  -0.961  -1.119  1.079
H  0.941  -1.060  1.466
H  1.945  0.170  0.826
C  3.220  1.747  3.846
O  4.240  1.304  4.389
N  2.908  3.023  3.736
N  2.421  0.897  3.296
H  2.140  3.205  3.107
H  3.545  3.762  3.997
H  2.595  -0.095  3.358
H  1.466  1.227  3.291
C  -0.728  -3.946  2.392
O  -0.540  -2.832  1.802
N  -1.590  -4.266  3.330
N  -0.178  -4.986  2.010
H  -1.634  -5.217  3.666
H  -2.032  -3.455  3.741
H  -0.558  -5.843  2.385
H  0.576  -5.067  1.343
C  6.455  -0.223  0.948
O  5.447  -0.827  0.623
N  6.570  0.392  2.095
N  7.403  -0.007  0.163
H  5.707  0.361  2.619
H  7.420  0.779  2.479
H  7.580  -0.579  -0.650
H  8.106  0.597  0.566
C  -1.120  -5.007  -2.047
O  -0.365  -4.516  -2.906
N  -0.734  -5.811  -1.101
N  -2.350  -5.142  -2.411
H  0.216  -5.584  -0.845
H  -1.378  -6.320  -0.513
H  -2.523  -4.883  -3.372
H  -2.992  -5.511  -1.724
C  2.160  -2.650  -1.649
O  3.016  -2.129  -0.989
N  0.905  -2.384  -1.417
N  2.474  -3.355  -2.721
H  0.759  -1.648  -0.741
H  0.174  -2.701  -2.038
H  1.701  -3.889  -3.091
H  3.394  -3.339  -3.137
C  -0.497  4.672  -0.156
O  -0.802  5.714  -0.618
N  -1.172  4.061  0.765
N  0.427  3.871  -0.570
H  -1.905  4.510  1.296
H  -1.066  3.069  0.924
H  0.241  2.907  -0.336
H  1.067  4.118  -1.312
C  1.011  1.436  -4.302
O  1.323  0.482  -3.644
N  0.834  2.663  -3.814
N  0.983  1.370  -5.567
H  0.790  3.446  -4.450
H  1.096  2.789  -2.846
H  1.303  0.475  -5.909
H  1.281  2.241  -5.982
C  3.315  -6.092  -0.596
O  2.064  -6.011  -0.655
N  4.167  -5.079  -0.674
N  3.908  -7.286  -0.474
H  3.788  -4.142  -0.679
H  5.149  -5.295  -0.761
H  3.382  -8.084  -0.149
H  4.907  -7.236  -0.335
C  4.168  6.005  0.433
O  4.536  5.235  1.280
N  3.686  5.644  -0.647
N  4.153  7.298  0.528
H  3.620  4.653  -0.827
H  3.343  6.293  -1.341
H  3.719  7.943  -0.116
H  4.486  7.852  1.303
C  2.400  -2.399  4.800
O  1.789  -1.682  4.095
N  3.405  -1.941  5.459
N  2.363  -3.686  4.754
H  3.911  -2.492  6.137
H  3.493  -0.939  5.362
H  2.930  -4.217  5.399
H  1.663  -4.085  4.145
C  -2.839  4.842  -4.315
O  -3.468  4.658  -5.287
N  -3.199  4.931  -3.073
N  -1.558  5.048  -4.342
H  -4.154  4.638  -2.926
H  -2.545  4.866  -2.306
H  -0.973  5.154  -3.526
H  -1.154  5.301  -5.233
C  -3.964  -1.903  0.666
O  -3.908  -0.861  1.260
N  -3.902  -3.127  1.289
N  -4.000  -2.261  -0.574
H  -3.434  -3.242  2.177
H  -3.894  -3.957  0.714
H  -4.128  -3.251  -0.722
H  -3.595  -1.734  -1.335
C  5.884  -2.997  -3.444
O  4.915  -3.511  -4.033
N  5.807  -2.758  -2.189
N  7.055  -3.017  -3.809
H  4.881  -2.827  -1.793
H  6.635  -2.421  -1.718
H  7.770  -2.793  -3.132
H  7.350  -3.388  -4.701
C  2.403  0.710  7.472
O  3.592  0.440  7.303
N  1.346  0.283  6.841
N  1.853  1.529  8.303
H  0.512  0.839  6.964
H  1.516  -0.552  6.299
H  0.855  1.548  8.453
H  2.428  2.084  8.920
C  -0.984  0.994  3.624
O  -0.285  1.942  3.556
N  -2.196  1.114  3.199
N  -0.629  -0.292  3.946
H  -2.751  0.285  3.039
H  -2.697  1.979  3.054
H  0.320  -0.625  4.035
H  -1.326  -1.022  3.923
C  -4.333  3.187  0.899
O  -3.929  3.027  2.030
N  -4.475  4.277  0.239
N  -4.599  2.247  -0.009
H  -5.029  4.349  -0.603
H  -4.148  5.202  0.480
H  -5.120  2.515  -0.831
H  -4.501  1.278  0.258
C  5.461  -4.076  2.139
O  5.426  -5.217  2.538
N  6.523  -3.475  1.711
N  4.522  -3.261  2.126
H  7.380  -3.996  1.593
H  6.527  -2.483  1.523
H  4.767  -2.417  1.629
H  3.718  -3.455  2.706
C  -2.392  -0.283  -2.851
O  -3.523  -0.676  -2.828
N  -1.482  -0.904  -3.395
N  -2.139  0.983  -2.514
H  -0.584  -0.443  -3.393
H  -1.631  -1.855  -3.700
H  -2.866  1.543  -2.092
H  -1.222  1.236  -2.175
C  3.557  1.945  -0.997
O  3.171  2.962  -1.478
N  4.253  1.980  0.034
N  3.350  0.778  -1.512
H  4.611  1.102  0.382
H  4.361  2.776  0.645
H  3.866  -0.042  -1.225
H  2.595  0.807  -2.182
C  -3.197  -2.203  5.367
O  -3.230  -2.117  4.134
N  -2.082  -2.095  6.054
N  -4.266  -2.186  6.115
H  -1.367  -1.515  5.639
H  -2.038  -2.414  7.011
H  -5.180  -1.914  5.783
H  -4.058  -2.080  7.098
C  -5.993  2.198  -3.263
O  -5.126  2.642  -2.429
N  -7.079  2.744  -3.589
N  -5.845  1.038  -3.778
H  -7.327  3.611  -3.133
H  -7.509  2.470  -4.461
H  -4.956  0.638  -3.514
H  -6.485  0.612  -4.433
C  -5.977  0.269  4.780
O  -6.490  -0.384  5.602
N  -6.130  1.558  4.695
N  -5.327  -0.145  3.763
H  -6.957  1.786  5.227
H  -5.628  2.277  4.193
H  -5.319  0.556  3.036
H  -4.898  -0.985  3.400
C  1.052  5.978  3.434
O  -0.151  6.058  3.848
N  2.120  6.439  3.986
N  1.249  5.350  2.344
H  1.891  6.610  4.955
H  3.044  6.580  3.604
H  0.453  4.919  1.896
H  2.189  5.207  2.004
C  4.490  1.101  -5.294
O  4.313  2.302  -5.205
N  4.779  0.322  -6.326
N  4.585  0.413  -4.211
H  4.392  -0.605  -6.216
H  5.037  0.799  -7.177
H  4.831  -0.560  -4.094
H  4.231  0.946  -3.430
C  -7.667  0.433  -0.299
O  -7.522  0.814  0.860
N  -6.856  -0.445  -0.812
N  -8.650  0.695  -1.025
H  -7.031  -0.892  -1.701
H  -6.015  -0.584  -0.271
H  -8.608  0.270  -1.940
H  -9.417  1.235  -0.648



In kcal per mole, the relative energy (zero: lowest compared OMol25 entry of this formula, charge and spin) values for the records above are, in order, 205.7, 459.5.